Density functional theory data (the ωB97M-V functional and the def2-TZVPD basis) for a structure of composition C8H22BGaIN2O3.

Geometry (Å):
C: 3.64261 -1.32225 0.38302
C: 2.39581 -2.10732 -0.03396
B: 1.00971 -1.32394 0.00866
O: 1.14129 0.06343 -0.08709
Ga: -0.85421 -2.33568 0.18199
I: -2.70199 -0.45207 0.69720
H: 4.55444 -1.68644 -0.09853
H: 3.80974 -1.37954 1.46170
H: 3.53533 -0.27251 0.10618
H: 2.46730 -2.40438 -1.09229
H: 2.32018 -3.04662 0.52362
H: 0.55000 0.44743 -0.73901
H: -0.92578 -3.37245 1.38683
H: -1.34309 -3.02339 -1.17657
C: 5.55490 1.73686 0.13485
O: 6.48081 1.08499 -0.30565
N: 5.60975 2.43486 1.29218
C: 4.47871 3.18822 1.78179
C: 6.83802 2.39494 2.05899
H: 4.57638 1.81546 -0.36394
H: 4.71872 4.25021 1.87918
H: 4.14475 2.81918 2.75415
H: 3.65095 3.08151 1.08226
H: 7.67481 2.78737 1.47908
H: 7.08658 1.37156 2.34356
H: 6.70819 2.99647 2.95698
C: -7.77532 -1.51910 -2.67305
O: -7.16533 -2.43472 -3.18814
N: -7.31973 -0.73921 -1.67463
C: -8.12404 0.32600 -1.12620
C: -5.98817 -0.95374 -1.11732
H: -8.79670 -1.23988 -2.99405
H: -7.63356 1.29516 -1.24569
H: -8.31125 0.17310 -0.06045
H: -9.08340 0.35947 -1.64277
H: -5.20801 -0.83375 -1.86719
H: -5.89051 -1.95425 -0.69782
H: -5.82789 -0.22499 -0.32789

The HOMO energy comes out at -4.3 eV. As for the HOMO-LUMO gap: 6.8270 eV. As for the net charge: -1. The multiplicity is 1. Its total energy is -78931.65131 eV.



Density functional theory data (the ωB97M-V functional and the def2-TZVPD basis) for a structure of composition C16H16Cl3F5OSW in a non-equilibrium geometry.

Geometry (Å):
C: -0.35624 0.85941 -2.26191
C: -1.22377 -0.26953 -2.11566
C: -0.41233 -1.42309 -1.82655
C: -2.68867 -0.27274 -2.41610
C: 0.95950 -0.98513 -1.71141
C: 1.00791 0.41294 -2.08093
C: 2.17208 1.19441 -2.39158
C: -0.74582 2.18525 -2.81872
C: -0.88818 -2.83472 -1.86594
C: 2.13988 -1.88500 -1.57169
W: -0.19018 0.03342 -0.16003
Cl: -2.40692 -0.19034 0.76600
Cl: -0.55965 2.34137 0.23019
Cl: 0.08554 -2.05474 1.03323
H: -3.12973 0.69002 -2.14040
H: -3.20506 -1.04834 -1.84420
H: -2.87834 -0.44369 -3.48392
H: -1.78339 -2.95180 -1.24805
H: -0.12266 -3.52377 -1.50374
H: -1.14632 -3.13255 -2.89031
H: 1.88336 -2.73400 -0.92826
H: 2.98620 -1.34338 -1.13663
H: 2.45662 -2.26891 -2.55236
H: 3.10078 0.64024 -2.55871
H: 2.57722 1.91139 -1.15522
H: 1.97793 2.04429 -3.04794
H: -1.64891 2.57731 -2.33886
H: -0.95250 2.10437 -3.89373
H: 0.06981 2.90046 -2.68854
O: 2.74800 2.34410 -0.22569
H: 2.34815 3.22845 -0.31205
F: -2.07924 -0.34370 6.38186
C: -1.12025 -0.08233 5.47266
C: -1.04336 1.17443 4.87507
F: -1.84907 2.17309 5.29022
C: -0.13809 1.39472 3.84636
F: 0.06341 2.65747 3.41529
C: 0.61585 0.33579 3.30241
S: 1.49800 0.55033 1.83712
C: 0.66918 -0.85592 4.05536
F: 1.61299 -1.78205 3.78852
C: -0.21172 -1.07602 5.10596
F: -0.19203 -2.25153 5.76885

The HOMO energy (alpha / beta) comes out at -0.2 / -0.3 eV. As for the HOMO-LUMO gap (alpha / beta): 5.2279 / 5.2725 eV. As for the net charge: -2. The multiplicity is 3. Its total energy is -82716.82344 eV.



Density functional theory data (the ωB97M-V functional and the def2-TZVPD basis) for a structure of composition C3H10N2O2 in a non-equilibrium geometry.

Geometry (Å):
C: -1.20647 0.36253 1.86823
N: -1.55750 1.07238 0.63039
O: 0.17057 0.42403 2.08741
H: 0.62122 -0.07686 1.36850
H: -2.50386 0.85742 0.32945
H: -1.49414 2.07589 0.76696
H: -1.68003 0.79715 2.75643
H: -1.56194 -0.67418 1.75634
N: 1.53276 -1.01458 0.07137
C: 1.40492 0.06709 -1.89150
C: 0.12904 -0.47853 -1.85105
O: 2.21008 -0.19696 -0.88874
H: 2.30926 -1.53700 0.48049
H: 0.62430 -1.42592 -0.91332
H: 1.93395 0.46690 -2.74834
H: -0.53707 -0.19367 -1.02335
H: -0.39508 -0.52572 -2.79927

The HOMO energy comes out at -9.2 eV. As for the HOMO-LUMO gap: 10.0606 eV. As for the net charge: 0. The multiplicity is 1. Its total energy is -10343.89916 eV.



Density functional theory data (the ωB97M-V functional and the def2-TZVPD basis) for a cluster of 2 separate species, C3H9NO2 in total in a non-equilibrium geometry.

Geometry (Å):
C: 0.87942 -1.42837 0.11172
C: 0.00873 -1.90808 1.23034
O: -0.43938 -0.81671 1.93004
O: -0.14834 -3.02174 1.61362
H: 0.24729 -0.77800 -0.50892
H: 1.24286 -2.15667 -0.60641
H: 1.66380 -0.76922 0.48292
C: 0.05368 1.90637 -1.28369
N: -1.09844 1.43613 -0.65088
H: -1.79165 0.79156 -1.04651
H: -0.60772 -1.05776 2.85894
H: -1.23165 1.67053 0.33379
H: 0.38740 2.77925 -0.72478
H: -0.01205 2.20345 -2.34048
H: 0.84605 1.14925 -1.39970

The HOMO energy (alpha / beta) comes out at -14.0 / -14.0 eV. As for the HOMO-LUMO gap (alpha / beta): 10.1208 / 5.1111 eV. As for the net charge: +1. The multiplicity is 2. Its total energy is -8832.90915 eV.



The evaluated ΔE to the lowest compared entry with this formula, charge and spin for the records listed, in turn: 0.000, 0.706, 5.589, 0.602 eV.